# 1
C3H10N3 | the ωB97M-V functional and the def2-TZVPD basis

The geometry in ORCA input format:
```
! RIJCOSX wB97M-V def2-TZVPD def2/J DEFGRID3
* xyz 1 1
C 1.526 -0.649 0.309
C -1.686 0.784 0.633
C -1.508 0.174 -1.596
N 1.860 -1.802 0.746
N 2.315 0.370 0.266
N -1.270 -0.188 -0.277
H -1.984 1.760 0.159
H -0.947 0.935 1.419
H -2.429 0.270 1.191
H -0.744 0.659 -2.057
H -2.168 1.076 -1.746
H -1.797 -0.602 -2.189
H 2.752 -1.829 1.302
H 1.212 -2.558 0.908
H 3.084 0.367 0.894
H 1.784 1.234 0.039
*
```

E_tot in eV: -7732.119
LUMO (spin up / spin down) in eV: -6.51 / -4.17
Gap between HOMO and LUMO (spin up / spin down) in eV: 6.34 / 9.84
E_HOMO (spin up / spin down) in eV: -12.85 / -14.01
Max |F| in Eh/bohr: 0.0729

# 2
C19H19ClN6O | the ωB97M-V functional and the def2-TZVPD basis

The geometry in ORCA input format:
```
! RIJCOSX wB97M-V def2-TZVPD def2/J DEFGRID3
* xyz 0 1
O -0.881 5.655 3.857
Cl 0.795 -3.263 -4.868
N -0.261 4.164 2.264
N -0.147 2.054 -0.634
N 2.137 -1.365 -0.337
C -0.958 5.280 2.684
C -0.539 3.706 1.085
C -1.860 5.970 1.810
C -2.133 5.485 0.578
C 0.977 1.783 1.272
C -0.158 -0.950 -3.813
C 0.613 -2.076 -3.603
C 2.080 -0.416 0.640
C 1.326 -2.205 -2.394
C -0.226 0.049 -2.826
C 1.268 0.710 0.483
C 0.514 0.910 -0.659
C 1.352 -1.226 -1.427
C 0.555 -0.065 -1.656
N -1.538 4.281 0.261
N 0.097 2.580 0.587
N 1.660 -2.651 2.556
C -2.901 6.285 -0.406
C 2.144 -5.054 2.637
C 2.887 -0.642 1.888
C 2.643 -3.674 2.940
C 2.005 -1.284 2.958
H -2.308 6.877 2.205
H 1.381 2.002 2.230
H -0.738 -0.851 -4.718
H 1.918 -3.119 -2.210
H -0.809 0.960 -3.021
H -1.710 3.809 -0.640
H 1.530 -2.677 1.538
H -2.284 6.505 -1.258
H -3.817 5.749 -0.723
H -3.245 7.213 0.025
H 1.219 -5.248 3.200
H 1.952 -5.101 1.592
H 2.897 -5.769 2.966
H 3.257 0.317 2.265
H 3.762 -1.262 1.684
H 3.515 -3.463 2.328
H 2.877 -3.626 4.016
H 1.051 -0.736 3.015
H 2.441 -1.279 3.968
*
```

SMILES: CCNCCc1nc2cc(Cl)ccc2c2nn(-c3nc(=O)cc(C)[nH]3)cc12
E_tot in eV: -43521.785
LUMO in eV: -0.91
Gap between HOMO and LUMO in eV: 7.66
E_HOMO in eV: -8.57
Max |F| in Eh/bohr: 0.0781

# 3
C5H10N | the ωB97M-V functional and the def2-TZVPD basis

The geometry in ORCA input format:
```
! RIJCOSX wB97M-V def2-TZVPD def2/J DEFGRID3
* xyz 1 1
C -1.454 -1.713 -0.328
C -0.922 -0.850 0.513
C -0.197 1.677 0.858
C -0.696 1.617 -0.596
C 1.991 -0.991 -0.412
N -0.702 0.487 0.301
H -1.614 -2.673 0.071
H -1.576 -1.525 -1.297
H -0.843 -0.991 1.532
H 0.815 1.621 1.243
H -0.838 2.157 1.627
H -1.689 2.198 -0.740
H -0.238 1.584 -1.486
H 1.596 -1.828 -0.920
H 2.568 -0.182 -0.874
H 1.979 -1.079 0.738
*
```

E_tot in eV: -6824.158
LUMO (spin up / spin down) in eV: -3.78 / -7.26
Gap between HOMO and LUMO (spin up / spin down) in eV: 11.12 / 5.38
E_HOMO (spin up / spin down) in eV: -14.90 / -12.64
Max |F| in Eh/bohr: 0.1016

# 4
C25H42F5N4O5 | the ωB97M-V functional and the def2-TZVPD basis

The geometry in ORCA input format:
```
! RIJCOSX wB97M-V def2-TZVPD def2/J DEFGRID3
* xyz 1 1
C -1.664 -2.177 2.698
C -2.238 -1.310 1.527
O -3.278 -0.494 2.102
C -3.921 0.240 1.068
C -5.410 0.392 1.442
C -6.319 -0.512 0.910
C -7.686 -0.418 1.263
C -8.720 -1.381 0.686
O -9.785 -1.052 0.268
O -8.325 -2.693 0.680
C -9.099 -3.472 1.612
C -8.045 0.637 2.158
C -7.086 1.506 2.639
C -7.567 2.637 3.570
F -8.828 2.360 3.965
F -7.668 3.776 2.861
F -6.857 2.788 4.676
N -5.774 1.402 2.278
N -4.747 2.231 2.720
C -4.184 1.939 3.999
O -3.133 2.382 4.304
F -4.805 1.114 4.858
C -4.834 3.616 2.363
O -4.822 4.461 3.191
F -4.970 3.977 1.085
H -2.284 -2.024 3.600
H -0.614 -1.891 2.887
H -1.709 -3.249 2.444
H -1.445 -0.701 1.056
H -2.645 -2.016 0.772
H -3.417 1.220 0.975
H -3.873 -0.299 0.105
H -5.976 -1.289 0.217
H -10.088 -3.729 1.185
H -8.607 -4.428 1.852
H -9.280 -2.952 2.573
H -9.106 0.720 2.406
C 2.740 -1.920 0.313
C 2.462 -2.344 -1.122
N 1.254 -1.751 -1.670
C 0.805 -2.384 -2.903
C 1.720 -2.297 -4.127
C 1.193 -0.298 -1.651
C 2.315 0.479 -2.346
H 1.874 -2.101 0.953
H 3.577 -2.494 0.714
H 3.008 -0.863 0.380
H 2.348 -3.431 -1.122
H 3.345 -2.122 -1.737
H -0.180 -1.989 -3.169
H 0.632 -3.444 -2.687
H 1.723 -1.298 -4.561
H 1.359 -2.977 -4.901
H 2.747 -2.583 -3.897
H 1.159 0.024 -0.604
H 0.232 0.026 -2.063
H 3.307 0.117 -2.068
H 2.264 1.531 -2.054
H 2.225 0.445 -3.430
C 6.189 0.122 0.040
C 7.445 0.278 -0.805
N 7.191 0.892 -2.096
C 8.300 0.756 -3.030
C 9.624 1.435 -2.673
C 6.550 2.196 -2.067
C 7.232 3.313 -1.271
H 5.406 -0.400 -0.515
H 6.413 -0.462 0.934
H 5.797 1.086 0.370
H 7.852 -0.724 -0.969
H 8.199 0.830 -0.226
H 7.979 1.103 -4.017
H 8.495 -0.314 -3.161
H 9.570 2.517 -2.788
H 10.408 1.083 -3.347
H 9.946 1.206 -1.656
H 5.539 2.068 -1.667
H 6.391 2.539 -3.093
H 7.529 2.991 -0.272
H 6.537 4.148 -1.147
H 8.108 3.705 -1.785
*
```

E_tot in eV: -56381.678
LUMO in eV: -5.91
Gap between HOMO and LUMO in eV: 3.34
E_HOMO in eV: -9.25
Max |F| in Eh/bohr: 0.0599

# 5
C18H31Cl6CsLiN2NaO5RbSi2 | the ωB97M-V functional and the def2-TZVPD basis

The geometry in ORCA input format:
```
! RIJCOSX wB97M-V def2-TZVPD def2/J DEFGRID3
* xyz 1 1
C 5.713 -0.850 -1.857
C 4.168 -0.720 -1.232
C 4.103 -1.329 0.288
O 5.227 -1.943 0.740
O 2.976 -1.244 1.228
C 1.686 -1.554 0.592
C 1.617 -2.971 -0.213
Si -0.106 -3.584 -0.748
C -1.613 -2.501 -0.335
C -1.474 -0.890 -0.530
C -1.041 -0.375 -2.022
N -2.084 0.418 -2.839
O 0.151 -0.514 -2.610
O -0.101 -3.985 -2.496
Si 0.584 -5.591 -2.751
H 6.403 -0.043 -1.345
H 5.665 -0.628 -3.018
H 6.177 -1.922 -1.695
H 3.960 0.451 -1.200
H 3.397 -1.202 -1.987
H 1.352 -0.700 -0.170
H 0.870 -1.527 1.454
H 2.133 -3.786 0.486
H 2.296 -2.902 -1.170
H -0.317 -4.895 -0.081
H -2.016 -2.720 0.767
H -2.507 -2.850 -1.045
H -2.565 -0.444 -0.334
H -0.792 -0.343 0.275
H -2.625 1.007 -2.136
H -1.481 1.146 -3.328
H 1.930 -5.705 -2.209
H 0.669 -5.872 -4.194
H -0.229 -6.682 -2.177
Rb 1.075 0.558 -1.279
O 5.092 -1.070 -4.953
H 4.858 -1.860 -5.404
Cl -0.699 1.491 3.307
C -1.584 3.032 3.189
C -2.957 2.860 2.556
Cl -2.853 2.439 0.829
H -0.966 3.737 2.625
H -1.690 3.414 4.209
H -3.515 3.798 2.621
H -3.538 2.082 3.062
Cl -2.838 3.438 -1.526
Cs 3.762 0.314 -5.067
Na 4.362 -0.325 2.873
Cl -3.341 4.062 5.747
C -3.396 5.788 5.809
C -3.025 6.591 4.724
Cl -2.491 5.929 3.220
C -3.083 7.983 4.839
C -3.512 8.574 6.030
C -3.886 7.773 7.108
C -3.828 6.383 6.999
H -2.795 8.616 4.003
H -3.553 9.657 6.115
H -4.223 8.232 8.035
H -4.120 5.767 7.846
Cl 6.977 -2.212 -6.752
Li -3.223 2.725 8.012
C -0.996 -6.913 -6.648
C 0.359 -7.412 -7.124
N 1.483 -7.826 -7.518
H -1.096 -5.846 -6.862
H -1.794 -7.456 -7.161
H -1.094 -7.071 -5.570
*
```

E_tot in eV: -129079.871
LUMO in eV: -5.23
Gap between HOMO and LUMO in eV: 0.81
E_HOMO in eV: -6.04
Max |F| in Eh/bohr: 0.2663

# 6
C5H17BO3Ta | the ωB97M-V functional and the def2-TZVPD basis

The geometry in ORCA input format:
```
! RIJCOSX wB97M-V def2-TZVPD def2/J DEFGRID3
* xyz -1 1
C 3.151 -0.339 0.969
C 1.742 -0.614 0.302
C 1.827 -0.395 -1.226
C 0.504 -0.726 -2.002
O -0.601 0.071 -1.571
Ta -2.019 -1.005 -0.394
C -1.838 0.467 1.371
B -1.857 2.004 0.977
O -2.709 2.881 1.712
O -1.082 2.620 -0.021
H 3.055 0.323 1.840
H 3.856 0.072 0.224
H 3.564 -1.316 1.278
H 1.039 0.101 0.749
H 1.454 -1.638 0.568
H 2.016 0.679 -1.410
H 2.637 -1.010 -1.660
H 0.704 -0.433 -3.059
H 0.282 -1.807 -2.006
H -3.498 -0.087 -1.102
H -2.210 -2.167 -1.858
H -0.650 -2.084 0.220
H -3.175 -2.080 0.592
H -0.910 0.286 1.954
H -2.684 0.274 2.065
H -2.345 3.759 1.620
H -0.253 2.164 -0.132
*
```

E_tot in eV: -13830.685
LUMO in eV: 3.06
Gap between HOMO and LUMO in eV: 7.89
E_HOMO in eV: -4.83
Max |F| in Eh/bohr: 0.0642